Entry from the Open Molecules 2025 dataset: a structure of composition C21H40Cl41FNO4S in a non-equilibrium geometry (ωB97M-V/def2-TZVPD).

As for the total charge: -1. For the HOMO energy, the calculation gives -6.7685 eV. As for the frontier orbital gap: 7.97 eV. The total energy is -20545.8330 hartree.

Positions of all 109 atoms, in Å:
O 2.427 2.131 3.305
C 2.145 1.476 2.298
O 1.250 1.617 1.473
N 3.137 0.316 2.101
Cl 2.388 -1.086 1.431
S 4.413 0.702 1.082
O 4.054 0.731 -0.292
O 5.519 -0.124 1.427
F 4.720 2.120 1.569
C 2.026 1.892 6.397
Cl 2.543 3.390 7.201
Cl 2.793 0.470 7.119
H 0.951 1.799 6.509
H 2.295 1.941 5.343
C -0.918 -0.658 -1.180
Cl 0.595 -1.106 -1.964
Cl -1.231 -1.583 0.302
H -0.856 0.383 -0.908
H -1.732 -0.835 -1.865
C -4.961 -0.521 0.283
Cl -4.140 -0.151 -1.245
Cl -4.214 0.302 1.658
H -5.993 -0.202 0.201
H -4.906 -1.589 0.447
C -1.760 3.330 2.961
Cl -0.695 2.808 4.262
Cl -3.332 3.928 3.539
H -1.269 4.118 2.404
H -1.911 2.470 2.332
C -2.526 3.638 -0.907
Cl -2.194 5.205 -0.154
Cl -1.763 2.298 -0.047
H -3.598 3.477 -0.910
H -2.144 3.657 -1.919
C -6.218 -3.444 -2.383
Cl -5.237 -3.902 -0.989
Cl -7.821 -2.860 -1.906
H -5.710 -2.654 -2.920
H -6.343 -4.311 -3.018
C 6.488 -1.261 -1.337
Cl 6.625 -2.796 -2.218
Cl 7.898 -0.223 -1.613
H 5.602 -0.740 -1.678
H 6.413 -1.468 -0.278
C -5.858 -3.079 -6.488
Cl -5.548 -1.542 -5.664
Cl -5.120 -4.441 -5.634
H -6.925 -3.237 -6.541
H -5.437 -3.031 -7.484
C 3.537 -4.070 -4.693
Cl 2.384 -5.235 -5.374
Cl 3.053 -3.547 -3.086
H 4.513 -4.536 -4.636
H 3.570 -3.205 -5.344
C 0.240 1.855 9.477
Cl -1.045 0.824 8.832
Cl -0.018 2.263 11.179
H 1.184 1.330 9.384
H 0.264 2.776 8.906
C -11.025 -3.941 -4.052
Cl -9.780 -3.272 -5.112
Cl -12.527 -3.013 -4.126
H -11.230 -4.958 -4.361
H -10.652 -3.921 -3.035
C 2.343 5.093 3.958
Cl 3.464 5.742 2.753
Cl 0.899 6.120 4.123
H 2.038 4.096 3.647
H 2.844 5.058 4.915
C -2.608 6.800 6.178
Cl -1.503 6.292 7.455
Cl -4.139 7.415 6.828
H -2.135 7.589 5.607
H -2.818 5.947 5.543
C 10.389 1.444 -4.253
Cl 9.757 0.224 -5.364
Cl 11.014 2.860 -5.108
H 9.585 1.757 -3.598
H 11.194 1.003 -3.679
C -7.567 -4.612 -9.787
Cl -8.386 -4.223 -8.268
Cl -6.402 -3.367 -10.254
H -7.040 -5.550 -9.663
H -8.313 -4.696 -10.567
C 12.664 -1.664 -7.089
Cl 13.160 -3.238 -6.452
Cl 12.504 -1.690 -8.850
H 11.707 -1.401 -6.657
H 13.413 -0.930 -6.820
C 2.872 5.224 11.756
Cl 3.257 3.587 12.297
Cl 2.392 5.277 10.057
H 2.053 5.605 12.354
H 3.754 5.840 11.880
C -0.976 -4.534 -6.265
Cl -2.185 -5.632 -6.955
Cl -1.399 -4.025 -4.631
H -0.020 -5.044 -6.232
H -0.912 -3.657 -6.897
C -2.069 5.939 12.259
Cl -0.693 5.449 11.272
Cl -2.248 4.924 13.701
H -1.924 6.964 12.576
H -2.969 5.853 11.662
C -0.393 -8.999 -8.292
Cl 0.447 -8.578 -9.790
Cl 0.328 -8.222 -6.883
H -1.424 -8.674 -8.371
H -0.342 -10.072 -8.157

Atomic forces in eV per Å
O 0.5 -0.2 0.2
C -1.2 1.2 0.0
O 0.3 -0.6 0.0
N 0.5 0.3 -0.4
Cl 0.0 -0.1 0.0
S -0.2 -2.0 -0.1
O -0.1 0.7 -0.2
O 0.3 0.2 0.3
F -0.1 0.5 0.2
C -0.1 0.0 -0.3
Cl 0.0 0.0 0.0
Cl 0.0 0.0 0.0
H 0.0 0.0 0.1
H 0.1 0.0 0.0
C 0.2 -0.1 0.1
Cl 0.1 -0.1 -0.1
Cl 0.0 0.0 -0.1
H 0.1 -0.1 0.0
H 0.0 -0.1 -0.1
C 0.0 0.0 0.2
Cl -0.4 0.0 -0.1
Cl -0.1 0.0 0.0
H 0.0 0.1 0.0
H 0.1 0.0 0.0
C 0.3 -0.1 0.2
Cl -0.1 0.1 0.2
Cl 0.0 0.0 0.0
H 0.0 0.1 0.1
H -0.2 0.0 0.1
C -0.1 -0.1 -0.1
Cl 0.0 0.0 0.0
Cl 0.0 0.4 -0.3
H 0.0 0.0 0.1
H 0.1 0.0 0.0
C 0.1 0.0 -0.1
Cl 0.0 -0.1 0.0
Cl 0.0 0.1 0.0
H 0.0 0.1 0.1
H 0.0 0.0 0.0
C -0.1 -0.1 0.0
Cl 0.0 0.0 0.0
Cl 0.0 0.0 0.0
H 0.0 0.0 0.0
H 0.1 0.0 0.0
C 0.1 0.1 0.1
Cl 0.0 0.0 0.0
Cl -0.1 0.0 0.0
H 0.1 0.1 0.2
H 0.1 0.0 0.0
C 0.0 0.2 0.1
Cl 0.2 -0.1 -0.1
Cl 0.0 0.0 0.0
H 0.0 -0.1 0.0
H -0.1 0.0 0.0
C 0.1 0.1 0.0
Cl 0.0 0.0 0.0
Cl 0.0 -0.3 0.0
H 0.0 0.0 0.0
H -0.1 0.0 0.0
C 0.0 -0.1 0.1
Cl 0.1 0.0 -0.1
Cl 0.0 0.0 0.0
H 0.0 0.0 -0.1
H 0.0 0.1 0.0
C -0.1 -0.1 0.0
Cl 0.0 0.0 0.0
Cl 0.0 0.0 0.0
H 0.0 0.1 -0.1
H 0.0 0.1 0.0
C 0.1 -0.1 -0.1
Cl 0.0 0.0 0.1
Cl 0.0 0.0 0.0
H 0.0 0.1 0.1
H 0.0 0.0 0.0
C 0.0 0.0 0.1
Cl 0.0 0.0 0.0
Cl 0.0 0.0 0.0
H -0.1 0.0 -0.1
H 0.0 0.0 0.0
C 0.0 -0.1 0.0
Cl -0.3 -0.2 -0.2
Cl 0.0 0.0 0.0
H 0.1 0.0 0.1
H 0.0 0.1 0.0
C 0.0 0.0 0.0
Cl 0.0 0.0 0.0
Cl 0.0 0.0 0.0
H 0.0 -0.1 0.0
H 0.1 0.0 0.0
C 0.0 0.1 0.0
Cl 0.0 0.0 0.0
Cl 0.1 0.0 0.0
H -0.1 -0.1 0.0
H 0.0 0.0 0.0
C 0.1 0.0 0.0
Cl 0.0 0.0 -0.1
Cl 0.0 0.0 0.0
H -0.1 0.0 0.0
H -0.1 0.0 0.0
C 0.0 0.0 -0.1
Cl -0.1 0.3 0.0
Cl 0.0 0.0 0.0
H 0.0 0.0 0.1
H 0.0 -0.1 0.0
C -0.1 0.0 0.0
Cl 0.0 0.0 0.0
Cl 0.1 0.0 0.1
H 0.0 0.1 0.0
H 0.1 0.0 0.0